Density functional theory data (ωB97M-V/def2-TZVPD) for a cluster of 10 separate species, C36H108N12O10P4S6 in total.

XYZ file:
```
176
Properties=species:S:1:pos:R:3:forces:R:3
C -2.961 -2.964 3.663 -0.6 -0.1 0.8
S -2.654 -3.957 5.129 1.2 -1.2 -0.2
O -1.316 -4.625 4.923 -0.5 -0.3 -0.5
C -2.209 -2.726 6.288 -0.6 -0.2 1.1
H -3.967 -2.537 3.725 -0.2 -0.6 -0.5
H -2.695 -3.567 2.794 -0.3 0.3 0.1
H -2.360 -2.114 3.810 1.3 1.1 -0.4
H -3.062 -2.106 6.433 -0.5 1.1 0.0
H -1.282 -2.218 6.086 0.1 0.3 -0.6
H -2.094 -3.251 7.235 0.1 -0.2 0.0
C 2.455 5.637 -0.346 -0.1 -0.9 -0.1
S 0.664 5.711 0.119 0.9 -0.5 0.6
O -0.146 6.352 -0.941 0.3 0.3 -0.7
C 0.327 3.943 -0.006 -1.3 0.7 0.9
H 2.930 6.608 -0.373 -0.2 0.4 0.2
H 2.501 5.233 -1.378 0.1 -0.1 0.6
H 3.012 4.998 0.408 -0.8 0.5 -1.0
H 0.716 3.443 -0.908 0.2 0.0 0.8
H -0.785 4.011 -0.057 0.6 -0.4 -0.2
H 0.494 3.542 1.028 0.4 -0.2 -1.2
C 1.763 -3.139 2.542 0.1 -0.3 1.2
S 2.644 -3.953 1.253 -0.6 -0.5 -1.4
O 3.975 -3.366 1.058 1.2 1.1 0.0
C 3.018 -5.518 1.964 -2.7 0.1 1.1
H 0.758 -3.561 2.670 0.3 0.0 -0.1
H 1.713 -2.085 2.349 -0.1 0.6 -0.6
H 2.331 -3.183 3.472 0.0 -0.3 0.2
H 2.006 -5.979 1.988 0.7 -0.3 0.3
H 3.396 -5.383 2.972 0.3 -0.2 0.0
H 3.624 -6.054 1.289 0.9 -0.5 -0.6
C -4.444 1.535 4.965 2.4 0.8 -0.1
S -2.819 2.146 5.618 0.3 -2.5 0.9
O -2.019 0.910 6.154 -1.3 2.2 -1.5
C -2.209 2.709 4.044 0.1 1.3 0.4
H -4.835 1.157 5.848 -1.4 -0.8 1.4
H -4.338 0.809 4.181 0.3 -0.4 -0.3
H -4.911 2.425 4.621 -0.8 0.6 -0.2
H -1.141 2.926 4.240 -0.6 0.2 -0.5
H -2.828 3.623 3.795 1.0 -0.7 0.4
H -2.375 2.022 3.247 0.1 -0.8 -0.6
C -4.360 2.034 -1.236 -0.2 0.9 0.1
S -4.132 2.942 0.317 -0.7 -0.5 -1.2
O -2.659 2.867 0.335 1.7 0.4 1.0
C -4.486 4.594 -0.297 -0.1 -0.1 1.2
H -5.333 2.254 -1.705 0.4 -0.3 0.1
H -4.207 0.988 -0.960 -0.1 0.1 -0.3
H -3.523 2.503 -1.809 -0.8 -0.8 0.1
H -4.072 5.203 0.495 0.0 0.4 0.3
H -5.551 4.798 -0.345 -0.1 -0.1 -0.3
H -3.908 4.817 -1.164 0.1 -0.2 -1.0
C -0.365 0.273 1.687 0.5 1.0 -0.5
S -1.689 -0.719 0.979 -0.2 0.9 -0.3
O -2.971 -0.020 1.328 0.0 -0.5 0.0
C -1.305 -0.287 -0.796 0.5 -1.3 1.5
H -0.464 0.498 2.734 -0.5 -0.7 0.6
H -0.276 1.274 1.245 -0.4 -0.3 -0.5
H 0.587 -0.210 1.529 0.4 -0.3 -0.1
H -1.887 0.588 -1.002 0.2 0.7 -0.2
H -1.604 -1.130 -1.416 -0.1 0.1 0.0
H -0.208 -0.223 -0.771 -0.2 0.5 -0.5
O 2.662 -0.064 3.270 -0.9 -0.5 -0.8
P 3.445 0.818 4.134 0.3 0.3 0.9
N 4.726 -0.028 4.733 1.1 0.1 0.4
C 5.385 -0.918 3.758 -2.1 0.2 0.9
C 5.460 0.059 6.002 -0.2 0.4 0.8
N 2.639 1.346 5.473 -1.3 -1.8 0.0
C 1.615 0.397 5.997 2.7 -0.3 1.5
C 2.449 2.657 5.909 -0.8 2.0 0.9
N 3.989 2.155 3.331 -0.9 -0.4 0.7
C 3.086 2.864 2.448 -0.6 -0.9 -0.3
C 5.293 2.652 3.536 1.5 0.8 -1.8
H 4.949 -0.782 2.799 -0.2 0.3 -0.6
H 5.105 -1.920 4.028 0.5 -0.8 0.1
H 6.412 -0.728 3.728 1.8 0.0 0.0
H 4.865 0.483 6.852 0.3 0.0 -1.1
H 6.445 0.604 5.951 -0.9 -0.3 -0.2
H 5.705 -0.945 6.375 -0.1 0.0 -0.4
H 1.709 0.479 7.138 -0.4 -0.4 -1.5
H 0.621 0.626 5.699 -0.9 0.2 -0.4
H 1.962 -0.595 5.640 -0.8 0.4 0.5
H 1.511 3.176 5.490 1.2 -0.5 0.3
H 2.307 2.692 7.029 0.2 -0.1 -1.0
H 3.358 3.209 5.681 -0.2 0.6 -0.1
H 3.017 3.918 2.651 0.3 0.6 0.2
H 3.418 2.675 1.434 -0.1 0.3 -0.5
H 2.047 2.477 2.502 0.7 -0.1 0.2
H 5.957 1.845 3.850 0.0 0.2 0.1
H 5.385 3.496 4.201 -0.2 0.3 0.7
H 5.695 3.070 2.562 -0.3 -0.6 0.7
O -5.415 -5.471 -1.448 -0.3 0.4 -0.4
P -4.046 -6.001 -1.480 1.0 -1.3 0.7
N -3.938 -7.284 -2.624 0.1 1.1 0.6
C -2.662 -7.861 -3.000 -0.3 -0.7 0.0
C -4.909 -7.172 -3.697 -2.3 -1.4 1.5
N -3.553 -6.754 -0.054 1.3 1.8 -0.1
C -3.150 -5.936 1.141 -1.3 -0.2 0.2
C -4.292 -7.899 0.374 0.3 -1.0 0.0
N -2.892 -4.819 -1.683 -0.6 0.9 -1.7
C -3.322 -3.561 -2.422 0.2 -0.5 2.7
C -1.422 -4.912 -1.593 -0.7 -1.8 -2.9
H -2.738 -8.622 -3.762 -0.9 -0.5 -0.3
H -2.179 -8.389 -2.197 0.2 0.2 0.7
H -1.975 -7.207 -3.480 0.8 1.3 -0.1
H -4.473 -6.960 -4.635 0.5 0.0 -1.2
H -5.654 -6.426 -3.442 0.3 0.5 -0.1
H -5.604 -8.076 -3.690 1.3 0.5 -0.6
H -2.687 -6.638 1.807 0.8 -0.3 0.3
H -2.453 -5.112 0.947 -0.4 -0.3 -0.3
H -4.020 -5.595 1.809 0.7 0.0 -1.4
H -5.284 -7.604 0.651 -0.8 0.0 0.8
H -4.427 -8.641 -0.410 0.3 0.1 -0.2
H -3.721 -8.364 1.197 -0.6 0.0 -0.2
H -2.589 -2.821 -2.081 -0.2 0.1 -0.5
H -3.422 -3.604 -3.476 0.5 -0.5 -1.2
H -4.293 -3.231 -2.062 -0.1 -0.2 0.2
H -0.919 -4.641 -2.590 -0.8 -0.1 1.3
H -1.088 -5.949 -1.406 -0.2 0.6 0.4
H -1.178 -4.228 -0.860 1.3 1.2 1.6
O -3.233 3.694 -3.504 -0.1 0.2 0.4
P -2.205 4.210 -4.434 0.1 0.2 0.5
N -2.946 4.383 -5.926 1.3 0.7 0.7
C -2.185 5.052 -6.979 -2.6 -0.4 -1.1
C -4.150 3.654 -6.235 0.4 -1.5 0.7
N -0.878 3.196 -4.663 -0.8 -0.2 -1.2
C -1.158 2.072 -5.574 0.7 -1.1 0.0
C 0.159 2.899 -3.677 -1.0 1.5 -0.9
N -1.478 5.624 -3.961 0.1 1.0 -0.2
C -2.291 6.749 -3.280 1.1 -1.3 -1.4
C -0.084 6.010 -4.442 -2.5 0.1 0.2
H -2.834 5.871 -7.423 0.8 -0.9 0.2
H -1.965 4.293 -7.739 0.2 0.4 -0.3
H -1.285 5.497 -6.660 0.9 0.4 0.7
H -3.955 2.684 -6.786 -0.1 0.9 0.2
H -4.848 4.236 -6.800 -0.4 0.5 -0.4
H -4.585 3.369 -5.256 0.0 0.2 -0.7
H -2.024 2.157 -6.211 -0.6 0.5 0.4
H -0.388 1.937 -6.329 0.7 0.2 0.1
H -1.227 1.063 -5.094 -0.1 0.9 0.2
H 1.025 2.600 -4.191 1.5 -0.2 -0.9
H 0.405 3.762 -3.066 -0.3 0.0 0.1
H -0.122 2.064 -3.123 -0.6 -1.4 1.6
H -1.693 7.223 -2.508 0.2 0.0 -0.1
H -2.664 7.473 -4.025 0.3 -0.2 0.2
H -3.136 6.300 -2.797 -0.5 -0.4 0.2
H 0.315 5.215 -5.068 0.0 0.3 -0.1
H 0.459 6.089 -3.541 1.1 0.3 0.9
H -0.146 6.997 -4.937 0.2 -0.5 0.0
O 2.399 0.467 -0.616 -0.1 0.8 -0.6
P 3.198 -0.164 -1.701 0.1 -1.7 2.4
N 2.368 -1.338 -2.525 0.8 1.0 -1.2
C 1.362 -0.904 -3.548 0.7 -1.3 0.1
C 2.142 -2.545 -1.764 -4.2 0.5 -1.5
N 4.437 -0.979 -0.920 1.0 0.5 1.1
C 5.679 -1.501 -1.522 -1.2 0.6 0.3
C 4.726 -0.580 0.508 0.2 -0.2 -1.9
N 3.851 0.861 -2.778 -0.5 1.1 0.0
C 4.135 2.191 -2.245 -1.2 1.0 -1.8
C 4.591 0.489 -3.920 1.2 -0.4 -1.5
H 1.650 -1.419 -4.512 -0.7 0.3 0.9
H 1.485 0.173 -3.748 -0.4 -0.4 0.4
H 0.322 -1.200 -3.209 1.1 0.6 -0.5
H 2.944 -2.953 -1.294 2.6 -0.5 1.5
H 1.771 -3.344 -2.410 -0.1 0.1 -0.4
H 1.296 -2.358 -1.063 0.6 -0.3 0.1
H 5.413 -2.186 -2.298 0.1 -0.7 -0.6
H 6.349 -0.753 -1.933 0.1 0.5 -0.1
H 6.212 -1.984 -0.717 0.2 -0.5 -0.1
H 3.846 -0.642 1.088 -0.9 0.3 0.6
H 5.421 -1.316 0.868 0.2 -0.3 0.3
H 5.204 0.404 0.572 -0.1 0.1 0.0
H 3.212 2.807 -2.229 0.4 -0.2 -0.2
H 4.414 2.143 -1.237 1.0 0.0 1.5
H 4.869 2.699 -2.907 -0.3 -0.4 0.7
H 5.677 0.729 -3.830 -0.6 0.0 0.0
H 4.214 0.970 -4.835 0.1 0.1 0.1
H 4.556 -0.578 -4.126 -0.2 -0.1 0.2
```
Forces are in eV/Å.

Computed properties:
Energy above the lowest of the compared OMol25 structures with the same formula, charge and spin (kcal per mole): 0.0
Total charge: 0

Mulliken population analysis, charges in e, atoms 1 to 99: -0.1736, 0.3491, -0.6181, -0.8414, 0.5052, -0.1866, 0.0915, 0.3609, 0.1287, 0.4450, -0.5697, 0.3025, -0.4831, 0.7666, 0.4994, 0.0932, 0.0585, -0.4107, -0.1821, -0.1024, -0.1966, 0.7451, -0.6778, -1.2585, 0.5172, -0.5605, 0.3314, 0.4002, 0.3278, 0.3867, -0.9434, 0.3437, -0.5523, -0.0444, 0.4048, 0.1736, 0.4279, 0.0199, 0.4157, -0.2344, -0.2148, 0.3782, -0.2768, -0.4391, 0.4471, 0.2289, -0.3830, 0.3897, 0.4459, -0.3835, -0.1745, 0.6792, -0.6683, 1.5602, 0.3121, -0.0940, -0.1857, -0.3718, -0.7221, -0.5733, 0.2520, -1.2839, 0.5486, -0.0618, -1.0689, 0.6990, -1.1958, -0.7777, 1.2300, -0.6088, -1.1771, -0.6659, 0.3934, 0.4566, 0.2773, 0.2842, 0.3792, 0.3433, 0.3799, 0.2885, 0.0221, 0.3358, 0.2354, 0.5149, -0.0791, -0.0809, 0.2962, 0.2356, 0.2526, -0.9297, 0.2107, 0.2610, -1.1676, -1.2191, 0.4524, -0.9340, -1.1570, 0.6240, -0.5360

Density functional theory data (ωB97M-V/def2-TZVPD) for the molecule C3H6N2O.

XYZ file:
```
12
Properties=species:S:1:pos:R:3:forces:R:3
O 2.188 -1.122 1.104 0.0 -0.4 0.1
N 1.657 -0.026 0.737 -0.3 0.4 -0.2
C 0.492 0.080 0.187 0.1 -0.2 0.1
C -0.498 1.119 -0.318 0.1 0.3 0.0
N -1.520 0.045 -0.320 -0.2 0.0 -0.2
C -0.510 -1.006 -0.047 0.0 -0.3 0.0
H 2.253 0.795 0.923 -0.5 0.1 -0.3
H -0.278 1.522 -1.318 0.1 -0.1 0.2
H -0.761 1.952 0.345 0.2 -0.1 0.0
H -1.995 -0.068 -1.209 0.1 0.1 0.1
H -0.280 -1.658 -0.901 0.1 0.1 0.1
H -0.749 -1.634 0.817 0.1 0.1 -0.1
```
Forces are in eV/Å.

Computed properties:
Energy above the lowest of the compared OMol25 structures with the same formula, charge and spin (kcal per mole): 98.2
Structure (SMILES): [O-][NH+]=C1CNC1
Total charge: 0

Okay, here come the natural (NBO) numbers, in e, for every atom: -0.5558, -0.0325, 0.1625, -0.2537, -0.6031, -0.2621, 0.3658, 0.1967, 0.2057, 0.3585, 0.2021, 0.2159

Density functional theory data (ωB97M-V/def2-TZVPD) for a structure of composition C32H47CaN2O24.

XYZ file:
```
106
Properties=species:S:1:pos:R:3:forces:R:3
Ca 26.143 -1.137 10.107 -1.1 0.1 -0.1
N 21.182 -1.280 9.860 0.0 0.3 0.0
O 19.984 -1.090 9.897 -0.5 -0.2 0.2
O 21.870 -0.813 8.955 1.2 1.6 -2.6
O 21.833 -1.902 10.675 0.3 -1.7 2.6
C 18.213 1.343 4.442 0.1 -1.4 0.8
C 16.914 2.076 4.779 2.1 -2.8 -1.1
C 16.874 2.601 6.156 -0.4 0.9 1.2
O 16.523 3.964 5.930 -0.3 1.1 0.4
C 16.767 4.301 4.662 0.0 4.5 -1.9
O 16.790 5.487 4.219 -0.1 -5.2 1.8
O 17.000 3.179 3.949 -0.9 2.4 -0.9
H 18.254 0.970 3.418 -0.1 0.5 -0.1
H 18.325 0.444 5.046 -0.2 -0.2 0.2
H 19.096 1.933 4.686 -0.2 0.3 -0.3
H 16.074 1.422 4.546 -0.3 0.3 -0.2
H 17.832 2.634 6.674 0.1 -0.4 0.0
H 16.094 2.166 6.780 0.2 -0.1 0.0
C 18.463 -2.847 15.910 0.2 -1.6 0.3
C 18.498 -4.427 15.934 -0.4 2.5 -0.4
C 19.928 -4.955 16.087 -1.5 0.9 -1.6
O 19.934 -5.334 17.418 1.7 -1.1 0.8
C 18.725 -5.356 17.974 -0.7 -0.1 4.5
O 18.516 -5.701 19.152 0.6 0.8 -4.1
O 17.842 -4.767 17.171 -0.2 -0.8 -0.7
H 18.919 -2.405 15.024 -0.3 -0.2 -0.2
H 19.087 -2.539 16.750 -0.2 0.2 0.2
H 17.422 -2.567 16.070 0.2 0.4 -0.2
H 17.945 -4.816 15.079 0.0 -0.3 0.3
H 20.573 -4.109 15.852 0.5 -0.3 0.5
H 20.115 -5.742 15.356 0.3 -0.4 0.5
C 19.556 -8.177 6.863 -0.2 0.2 0.4
C 19.642 -7.940 8.427 -1.2 2.2 -3.8
C 18.352 -8.231 9.105 -1.2 0.7 0.0
O 18.802 -8.889 10.262 -1.1 -0.8 1.4
C 20.025 -9.389 10.067 1.7 -2.6 2.7
O 20.593 -10.236 10.793 -2.0 3.3 -2.9
O 20.527 -8.774 8.995 3.1 -2.7 0.7
H 20.502 -8.242 6.324 0.3 -0.3 0.6
H 19.038 -7.426 6.267 -0.3 0.6 0.7
H 18.955 -9.065 6.663 0.3 -0.3 0.2
H 19.947 -6.927 8.690 0.1 0.3 -0.4
H 17.628 -8.818 8.540 0.3 -0.5 0.0
H 17.822 -7.306 9.334 0.1 -0.1 0.5
C 24.140 -1.470 20.890 -0.5 0.2 -0.5
C 24.328 -0.379 19.826 1.2 -0.4 1.3
C 25.757 0.202 19.854 -1.2 0.0 1.0
O 26.030 0.330 18.499 1.7 1.3 -2.0
C 25.160 -0.344 17.738 1.5 1.1 -5.4
O 25.142 -0.432 16.474 0.7 0.5 4.5
O 24.294 -0.857 18.488 -3.8 -2.9 1.4
H 23.115 -1.836 20.845 0.2 -0.3 0.0
H 24.292 -1.106 21.906 0.0 0.5 -0.1
H 24.874 -2.268 20.780 -0.2 -0.1 -0.3
H 23.570 0.403 19.872 0.0 0.0 0.3
H 26.522 -0.433 20.302 -0.2 -0.1 0.2
H 25.693 1.155 20.379 0.6 0.2 -0.3
C 22.797 6.880 5.869 -0.6 0.4 -0.6
C 23.076 6.894 7.353 0.3 1.0 -1.2
C 21.848 6.654 8.189 0.7 -1.6 0.0
O 22.277 5.418 8.829 -3.0 -0.5 2.4
C 23.554 5.154 8.730 0.8 -1.6 -0.4
O 24.232 4.313 9.283 -1.3 0.8 0.0
O 23.987 5.841 7.716 2.0 2.4 -1.6
H 22.365 5.954 5.489 0.4 -0.3 0.2
H 23.599 7.223 5.215 0.3 -0.4 0.3
H 22.005 7.600 5.666 -0.1 0.3 0.2
H 23.425 7.899 7.592 0.9 -0.3 0.2
H 21.021 6.480 7.501 -0.3 -0.3 0.6
H 21.613 7.389 8.958 0.1 -0.1 -0.2
C 16.390 4.485 13.047 0.6 -0.4 -0.1
C 15.442 5.655 12.977 -0.7 -1.5 -1.3
C 14.239 5.550 13.936 1.4 -1.0 0.3
O 14.310 6.770 14.643 -0.5 1.3 -0.4
C 15.301 7.548 14.141 1.3 4.6 1.8
O 15.524 8.748 14.458 -1.2 -5.0 -1.2
O 16.106 6.843 13.324 -0.3 0.7 0.8
H 16.098 3.497 12.692 -1.1 0.3 -0.2
H 16.649 4.281 14.086 0.6 0.4 0.0
H 17.220 4.699 12.373 0.5 0.2 0.6
H 15.166 5.818 11.936 -0.5 -0.2 -0.1
H 14.444 4.768 14.667 0.0 -0.1 0.1
H 13.295 5.258 13.476 -0.1 0.9 -0.1
C 23.005 -5.021 1.242 1.0 -0.7 0.4
C 24.241 -5.440 2.208 -1.2 0.0 -2.7
C 25.681 -4.937 1.956 0.3 -0.9 -0.8
O 26.216 -4.804 3.277 -1.3 0.5 1.1
C 25.145 -4.744 4.136 0.4 1.5 1.3
O 25.177 -4.434 5.312 0.4 -0.8 -1.8
O 24.006 -4.935 3.465 -0.6 0.3 2.1
H 23.184 -5.428 0.247 0.3 0.3 -0.1
H 22.702 -3.975 1.192 1.0 0.3 0.0
H 22.044 -5.464 1.504 0.4 -0.6 0.7
H 24.273 -6.528 2.262 -0.2 -0.2 -0.1
H 25.716 -4.033 1.348 0.1 0.3 0.4
H 26.367 -5.675 1.540 -0.5 0.0 -0.6
N 14.229 -3.300 7.276 -1.2 0.0 -0.1
C 12.940 -3.392 7.762 0.1 0.4 -0.4
C 12.168 -4.105 6.840 0.1 0.4 2.7
C 13.015 -4.565 5.867 2.8 1.1 -1.6
C 14.307 -3.953 6.079 -1.7 -1.0 0.0
H 14.934 -2.697 7.677 -0.1 -0.3 -0.2
H 12.708 -2.871 8.679 -0.2 -0.2 -0.1
H 11.135 -4.381 6.993 0.1 0.1 -0.1
H 12.681 -5.151 5.024 0.4 0.0 -0.1
H 15.219 -3.857 5.510 -0.2 -0.5 -0.1
```
Forces are in eV/Å.

Computed properties:
Energy above the lowest of the compared OMol25 structures with the same formula, charge and spin (kcal per mole): 318.6
Total charge: +1

Mulliken population analysis, charges in e, atoms 1 to 99: 1.6969, 1.1201, -0.5788, -0.6128, -0.6264, -1.4306, 0.5192, -0.3952, -0.3285, 0.6773, -0.5945, -0.3166, 0.3352, 0.4024, 0.3439, 0.2565, 0.2391, 0.2916, -1.2960, 0.2493, -0.3357, -0.3233, 0.6972, -0.5762, -0.3426, 0.3760, 0.3309, 0.3395, 0.3222, 0.2686, 0.2911, -1.3393, 0.4550, -0.4634, -0.3166, 0.6895, -0.5817, -0.3325, 0.3363, 0.3741, 0.3372, 0.2655, 0.2784, 0.2969, -1.3661, 0.3603, -0.4232, -0.3393, 0.7323, -0.6671, -0.2891, 0.3413, 0.3870, 0.3557, 0.2924, 0.3133, 0.3019, -1.5127, 0.5799, -0.3407, -0.3460, 0.7663, -0.6388, -0.3587, 0.3506, 0.3471, 0.4220, 0.1863, 0.2576, 0.2873, -1.4288, 0.4554, -0.3718, -0.3064, 0.6710, -0.5801, -0.3165, 0.3770, 0.3649, 0.3181, 0.2444, 0.2785, 0.2946, -1.3347, 0.4174, -0.3601, -0.3212, 0.6518, -0.5954, -0.3048, 0.3762, 0.3431, 0.3704, 0.2231, 0.2726, 0.2614, 0.0131, -0.3649, -0.4489

no.,HOMO-LUMO gap (eV),calculated total energy (a.u.)
1,8.64,-6600.35528
2,9.28,-302.53661
3,1.51,-3839.84959